A single C7H14 molecule, computed with ωB97M-V/def2-TZVPD.

Positions of all 21 atoms, in Å:
H (1.673, -2.925, 0.574)
C (-1.236, 2.417, 0.374)
C (0.012, 0.113, 0.842)
C (0.480, -1.149, -1.362)
H (0.768, 2.399, -0.570)
C (-0.870, 1.010, -0.006)
H (1.656, -1.708, 1.862)
H (-0.599, 2.363, -1.777)
H (-0.488, -1.922, 0.387)
H (-2.238, 2.752, 0.122)
H (2.508, -1.383, 0.343)
C (1.614, -1.849, 0.776)
C (0.346, -1.241, 0.168)
H (1.156, -1.922, -1.745)
H (0.945, 0.645, 1.081)
H (-0.471, -0.095, 1.808)
H (0.877, -0.179, -1.674)
H (-0.481, -1.283, -1.869)
H (-0.845, 2.844, 1.294)
H (-1.659, 0.474, -0.531)
C (-0.279, 2.170, -0.758)

Calculated values
energy above the lowest of the compared OMol25 structures with the same formula, charge and spin: 94.90 kJ/mol
Kohn-Sham gap: 11.31 eV
HOMO level: -10.09 eV

Here are the Löwdin charges for atoms 1 to 2, given in e: 0.0756, -0.1265


A 2-piece molecular cluster, C7H14 overall, computed with ωB97M-V/def2-TZVPD.

Positions of all 21 atoms, in Å:
C (1.621, -0.189, 1.163)
H (1.805, 0.818, 1.542)
C (2.218, -0.509, -0.179)
H (-0.684, 1.650, 0.250)
H (1.635, 1.366, -1.130)
H (-2.940, -0.140, -1.829)
H (0.669, -2.037, 1.537)
H (-2.275, 1.917, 0.963)
H (-2.750, -1.742, -0.917)
H (3.294, -0.290, -0.160)
C (-2.594, -0.667, -0.941)
C (-1.755, 1.452, 0.116)
C (-2.013, -0.024, 0.069)
C (0.880, -1.027, 1.884)
H (2.115, -1.584, -0.375)
C (1.557, 0.287, -1.309)
H (0.456, -0.739, 2.843)
H (0.494, 0.032, -1.387)
H (-1.678, -0.593, 0.936)
H (-2.087, 1.946, -0.804)
H (2.034, 0.073, -2.272)

Calculated values
energy above the lowest of the compared OMol25 structures with the same formula, charge and spin: 154.53 kJ/mol
Kohn-Sham gap: 10.68 eV
HOMO level: -9.51 eV

Here are the Löwdin charges for atoms 1 to 2, given in e: -0.2126, 0.1025


A single C7H14 molecule in a non-equilibrium geometry, computed with ωB97M-V/def2-TZVPD.

Positions of all 21 atoms, in Å:
C (-1.865, 0.263, -1.210)
H (-1.868, 0.681, -2.241)
H (0.349, 1.521, 0.716)
H (1.750, -0.194, -1.297)
H (2.941, -0.396, 0.968)
H (4.126, 0.353, -0.016)
C (3.070, 0.461, 0.265)
H (0.065, -1.356, 1.389)
C (0.324, 1.193, -0.322)
C (-0.784, -1.141, 0.564)
C (-0.790, 0.051, -0.356)
H (-2.622, -0.462, 1.633)
H (-2.842, -2.054, 1.035)
H (2.147, 1.423, -1.300)
H (3.128, 1.353, 0.885)
H (-0.591, -1.989, -0.118)
C (1.770, 0.646, -0.662)
H (0.137, 2.097, -0.962)
H (-2.860, -0.223, -1.055)
H (-1.973, -1.771, 2.323)
C (-2.040, -1.304, 1.395)

Calculated values
energy above the lowest of the compared OMol25 structures with the same formula, charge and spin: 326.99 kJ/mol
Kohn-Sham gap: 9.77 eV
HOMO level: -8.69 eV

Here are the Löwdin charges for atoms 1 to 2, given in e: 0.0244, 0.0620


A single C7H14 molecule in a non-equilibrium geometry, computed with ωB97M-V/def2-TZVPD.

Positions of all 21 atoms, in Å:
C (-0.798, 1.193, 0.749)
H (-2.344, 0.919, -0.755)
H (1.698, -0.683, -1.404)
C (0.668, 1.448, 0.272)
C (0.068, -1.607, -0.329)
H (1.560, -0.050, 1.591)
H (2.205, -1.722, -0.085)
H (-0.702, -0.376, -1.927)
H (-0.726, 0.874, 1.781)
H (-1.887, -1.454, -1.245)
C (1.645, 0.261, 0.540)
H (1.048, 2.311, 0.819)
H (-1.900, 1.776, 1.098)
H (2.685, 0.614, 0.419)
H (0.136, -2.572, -0.850)
H (-2.570, 0.604, 0.833)
H (0.721, 1.688, -0.799)
C (-1.694, 0.360, -0.095)
C (1.461, -0.962, -0.366)
C (-1.071, -0.788, -0.957)
H (-0.205, -1.835, 0.709)

Calculated values
energy above the lowest of the compared OMol25 structures with the same formula, charge and spin: 329.48 kJ/mol
Kohn-Sham gap: 10.55 eV
HOMO level: -9.46 eV

Here are the Löwdin charges for atoms 1 to 2, given in e: -0.2543, 0.0764


C7H14AlOPS as an isolated structure in a non-equilibrium geometry, computed with ωB97M-V/def2-TZVPD.

Positions of all 25 atoms, in Å:
C (3.290, -0.049, 1.791)
P (-1.353, 1.905, -0.549)
H (-3.350, -0.850, -0.406)
H (-2.498, -0.024, -3.009)
C (0.680, 0.981, 1.963)
H (1.147, 1.440, 2.860)
H (4.064, -0.281, 1.013)
C (-2.278, -0.864, -0.797)
H (-2.122, 2.462, -1.556)
H (-0.693, 3.109, 0.003)
S (2.016, 0.705, 0.799)
H (0.046, -1.273, -3.265)
H (0.841, -2.439, -1.147)
H (2.804, -0.983, 2.131)
O (1.365, -0.269, -0.267)
C (-1.166, -1.752, -0.298)
Al (-0.430, -0.027, -0.783)
C (-0.578, -1.237, -2.442)
H (3.557, 0.721, 2.573)
H (0.228, 0.000, 2.204)
C (-1.829, -0.534, -2.298)
H (-2.281, 1.809, 0.527)
H (-1.178, -2.320, 0.599)
H (-0.139, 1.648, 1.581)
C (-0.143, -1.878, -1.228)

Calculated values
energy above the lowest of the compared OMol25 structures with the same formula, charge and spin: 483.39 kJ/mol
Kohn-Sham gap (spin up / spin down): 3.69 / 3.44 eV
HOMO level (spin up / spin down): -3.64 / -3.12 eV

Here are the Löwdin charges for atoms 1 to 2, given in e: -0.2698, 0.7499


C7H14BMgN2O2 as an isolated structure in a non-equilibrium geometry, computed with ωB97M-V/def2-TZVPD.

Positions of all 27 atoms, in Å:
H (-1.622, -1.719, 1.283)
H (-1.174, -0.544, -0.920)
C (-4.123, 1.610, -0.312)
C (-4.920, 1.961, 1.982)
N (0.516, 1.875, -1.225)
H (-0.319, 2.001, -1.804)
C (-5.278, 2.038, -0.865)
Mg (0.382, 0.053, -0.027)
H (-0.205, -1.295, 2.301)
C (-6.342, 2.464, -0.027)
H (-4.765, 1.928, 3.065)
H (2.123, -1.679, 0.432)
H (-6.967, 2.750, 2.046)
O (-2.992, 1.210, -0.934)
H (-7.260, 2.810, -0.436)
H (2.880, -0.205, 0.285)
H (-5.344, 2.042, -1.955)
H (0.653, 2.719, -0.647)
C (-3.914, 1.550, 1.149)
C (-6.154, 2.425, 1.442)
N (2.171, -0.829, -0.107)
B (-2.024, 0.567, -0.004)
H (2.356, -1.063, -1.079)
O (-2.637, 1.066, 1.335)
C (-0.520, -1.546, 1.250)
H (-0.040, -2.525, 0.972)
H (1.324, 1.734, -1.832)

Calculated values
charge: -1
energy above the lowest of the compared OMol25 structures with the same formula, charge and spin: 154.36 kJ/mol
Kohn-Sham gap (spin up / spin down): 2.76 / 2.76 eV
HOMO level (spin up / spin down): -0.62 / -0.62 eV

Here are the Löwdin charges for atoms 1 to 2, given in e: -0.0472, 0.0328


C7H14BeBr3Cl3F6N4O4PV as an isolated structure in a non-equilibrium geometry, computed with ωB97M-V/def2-TZVPD.

Positions of all 44 atoms, in Å:
C (-1.881, 0.550, 3.057)
Cl (4.566, 2.184, -1.174)
O (-3.884, -6.263, 1.950)
F (6.293, 0.812, -5.307)
H (-1.702, -0.977, 6.134)
Cl (2.386, 0.359, -1.806)
V (-2.517, 3.614, 5.092)
Be (-2.923, -4.187, 0.411)
C (-2.183, 1.393, 0.925)
Br (-1.855, -1.262, -1.099)
H (-4.222, -7.085, 1.643)
H (0.080, 1.935, 0.611)
C (-1.059, -3.042, -1.026)
H (-3.809, 1.403, -0.993)
H (-2.313, 0.589, 5.095)
Br (2.023, 2.019, -3.489)
O (-3.881, 2.532, 4.861)
O (-1.153, 4.697, 5.323)
H (-1.011, 3.098, -1.190)
Br (1.694, -2.268, -1.232)
C (-2.866, 1.915, -0.506)
F (4.550, 1.504, -5.433)
F (6.047, -0.435, -7.057)
H (-2.862, 4.046, -1.409)
H (0.532, -4.060, 0.012)
H (-0.918, -3.371, -2.058)
P (5.065, 0.145, -5.995)
H (0.372, 0.935, 3.046)
N (-0.537, 1.013, 2.539)
N (-2.987, 0.777, 2.050)
F (4.491, 0.566, -7.381)
F (5.341, -1.123, -5.131)
N (-0.680, 1.532, 1.236)
F (3.666, -0.458, -5.662)
C (-2.193, 3.133, -1.113)
H (-1.816, -3.671, -0.548)
H (3.264, 0.900, 0.313)
Cl (1.877, 2.735, -0.200)
N (-2.276, -0.031, 4.236)
C (3.052, 1.469, -0.596)
O (-1.509, -1.086, 7.047)
H (0.139, -2.469, 0.714)
H (-2.619, -1.028, 4.324)
C (0.217, -3.037, -0.216)

Calculated values
Kohn-Sham gap: 1.61 eV
HOMO level: -7.68 eV

Here are the Löwdin charges for atoms 1 to 2, given in e: -0.2552, 0.6303


A 2-piece molecular cluster, C7H14Br3N4OS overall in a non-equilibrium geometry, computed with ωB97M-V/def2-TZVPD.

Positions of all 30 atoms, in Å:
C (3.729, -3.450, -1.264)
H (4.514, -2.851, -1.728)
O (0.890, -1.783, 0.156)
C (-3.324, 0.539, 0.199)
H (0.576, -0.316, 1.273)
C (1.875, -2.162, -2.359)
N (-0.844, 1.544, 1.098)
H (-2.961, -0.378, 0.669)
H (-3.581, 1.242, 0.995)
C (-1.289, 2.650, 1.777)
Br (-1.997, 3.849, 4.207)
C (1.931, -2.425, 0.025)
N (-1.511, 3.868, 1.198)
C (-2.288, 1.105, -0.733)
H (-0.985, 3.953, 0.331)
H (3.562, -4.341, -1.869)
C (-1.114, 1.562, -0.309)
H (0.865, -2.558, -2.459)
H (-1.358, 1.597, 3.497)
H (2.469, -2.854, 0.882)
H (-4.242, 0.305, -0.333)
N (2.504, -2.677, -1.150)
Br (0.229, 2.234, -1.439)
H (1.810, -1.074, -2.318)
N (-1.501, 2.503, 3.066)
H (2.468, -2.458, -3.219)
S (0.735, 0.986, 1.629)
Br (-2.733, 1.093, -2.538)
H (4.061, -3.757, -0.275)
H (-2.490, 4.053, 0.991)

Calculated values
charge: +1
Kohn-Sham gap: 8.49 eV
HOMO level: -12.12 eV

Here are the Löwdin charges for atoms 1 to 2, given in e: -0.0387, 0.0954